Version one
Below is a single C4H8O3S molecule, with properties calculated with wB97M-V/def2-TZVPD.

Summary:
**Orbital gap**: 0.3247 Ha
**LUMO energy**: -0.0102 hartree
**SMILES**: OCCOC(=S)CO
**HOMO level**: -9.11 eV

The geometry in ORCA input format:
```
! wB97M-V def2-TZVPD RIJCOSX def2/J DEFGRID3
* xyz 0 1
C 0.16 1.94 -1.18
C 1.32 1.26 -0.27
C -0.10 -0.41 0.73
C 0.73 -1.48 0.12
H -1.19 0.80 -0.73
H 0.54 2.58 -2.15
H -0.17 2.84 -0.54
H 2.02 2.02 0.19
H 1.96 0.39 -0.64
H 1.76 -1.52 0.59
H 0.22 -2.52 0.58
H 0.10 -1.27 -1.68
O -0.71 1.01 -1.58
O 0.43 0.80 0.72
O 0.91 -1.63 -1.37
S -1.44 -0.79 1.61
*
```

Version two
Below is 2 unconnected molecules or ions with the total composition C4H8O3S, with properties calculated with wB97M-V/def2-TZVPD.

Summary:
**Orbital gap**: 0.3673 Ha
**LUMO energy**: 0.0250 hartree
**HOMO level**: -9.32 eV

The geometry in ORCA input format:
```
! wB97M-V def2-TZVPD RIJCOSX def2/J DEFGRID3
* xyz 0 1
C 4.00 1.38 1.17
C 4.01 0.77 0.10
C -0.80 0.76 0.96
C -1.29 0.31 -0.41
O 1.04 -0.97 -0.55
O -0.88 -2.36 0.11
O -0.90 1.06 -1.54
S -0.48 -1.43 -0.90
H 3.93 1.60 2.15
H 1.14 -0.57 0.32
H 4.17 0.64 -0.95
H -1.58 1.36 1.49
H 0.12 1.40 0.96
H -0.52 0.01 1.61
H -2.33 0.13 -0.40
H -0.02 0.81 -1.79
*
```

Result of the stability comparison: version one is the most stable of them.

Version one
Below is a single C4H5N3O3 molecule, with properties calculated with wB97M-V/def2-TZVPD.

Summary:
**Orbital gap**: 0.3727 Ha
**LUMO energy**: -0.0164 hartree
**SMILES**: NC(=O)c1nonc1CO
**HOMO level**: -10.59 eV

The geometry in ORCA input format:
```
! wB97M-V def2-TZVPD RIJCOSX def2/J DEFGRID3
* xyz 0 1
C 1.27 -0.52 -0.14
C -0.27 -0.76 -0.16
C -1.25 0.16 -0.21
C -0.95 1.68 -0.37
H 1.93 -2.51 0.33
H 2.98 -1.22 0.34
H -0.56 1.63 -1.35
H -1.98 2.18 -0.28
H 0.81 2.15 0.91
N 1.99 -1.55 0.32
N -0.87 -2.00 0.04
N -2.38 -0.34 -0.05
O 1.86 0.54 -0.40
O -2.26 -1.65 0.23
O -0.32 2.20 0.76
*
```

Version two
Below is a single C4H5N3O3 molecule, with properties calculated with wB97M-V/def2-TZVPD.

Summary:
**Orbital gap**: 0.3250 Ha
**LUMO energy**: -0.0552 hartree
**HOMO level**: -10.35 eV

The geometry in ORCA input format:
```
! wB97M-V def2-TZVPD RIJCOSX def2/J DEFGRID3
* xyz 0 1
C -0.77 -0.59 0.21
C 0.92 0.88 -0.82
C -0.39 0.13 -1.05
C -2.07 -1.35 0.21
N -0.05 -0.57 1.21
N 1.40 0.62 0.43
N 2.44 1.08 1.18
O 1.43 1.58 -1.65
O 3.15 1.87 0.62
O 2.53 0.65 2.29
H -0.27 -0.57 -1.88
H -1.16 0.85 -1.35
H -2.21 -1.86 1.16
H -2.06 -2.08 -0.60
H -2.89 -0.65 0.04
*
```

Version three
Below is a molecular structure, C4H5N3O3, with properties calculated with wB97M-V/def2-TZVPD.

Summary:
**Orbital gap**: 0.2875 Ha
**LUMO energy**: 0.0027 hartree
**HOMO level**: -7.75 eV

The geometry in ORCA input format:
```
! wB97M-V def2-TZVPD RIJCOSX def2/J DEFGRID3
* xyz 0 1
C -1.75 0.07 -0.43
C 0.70 0.10 0.04
C 4.07 -0.35 0.31
C 0.01 0.01 -1.16
N -1.44 0.22 0.84
N -0.07 -0.02 1.17
N -2.98 0.12 -0.92
O 4.31 0.23 1.27
O 1.93 0.39 0.10
O 4.00 -1.13 -0.52
H 0.12 0.18 -2.19
H -2.09 0.26 1.61
H 0.06 0.47 1.97
H -3.31 -0.13 -1.84
H -3.56 -0.43 -0.24
*
```

Result of the stability comparison: version three is the most stable of them.

Version one
Below is 2 unconnected molecules or ions with the total composition C3H5ClN2, with properties calculated with wB97M-V/def2-TZVPD.

Summary:
**Orbital gap**: 0.3374 Ha
**LUMO energy**: 0.0180 hartree
**SMILES**: C=C=N.C=NCl
**HOMO level**: -8.69 eV

The geometry in ORCA input format:
```
! wB97M-V def2-TZVPD RIJCOSX def2/J DEFGRID3
* xyz 0 1
C -1.66 -0.50 0.18
C 1.70 0.42 -0.78
C -1.65 0.79 0.13
N -1.79 -1.67 0.02
N 1.40 0.08 0.38
Cl 2.76 -0.56 1.30
H 2.76 0.65 -1.03
H -1.29 -2.40 0.57
H 0.88 0.70 -1.43
H -0.65 1.21 -0.08
H -2.47 1.28 0.72
*
```

Version two
Below is a single C3H5ClN2 molecule, with properties calculated with wB97M-V/def2-TZVPD.

Summary:
**Orbital gap**: 0.3330 Ha
**LUMO energy**: 0.0194 hartree
**SMILES**: N/N=C/C=C\Cl
**HOMO level**: -8.53 eV

The geometry in ORCA input format:
```
! wB97M-V def2-TZVPD RIJCOSX def2/J DEFGRID3
* xyz 0 1
C 0.16 -0.78 -1.13
C 1.16 0.19 -0.76
C 1.24 1.15 0.13
H -1.30 -2.71 -1.58
H -1.99 -2.77 0.04
H 0.53 -1.39 -1.95
H 2.01 0.23 -1.40
H 2.28 1.63 0.19
N -1.72 -2.07 -0.75
N -0.83 -1.12 -0.39
Cl 0.06 1.41 1.36
*
```

Result of the stability comparison: version two is the most stable of them.